(1)
Below is a molecular structure, C41H54AgN2O5PS2Se, with properties calculated with ωB97M-V/def2-TZVPD.

Computed properties:
**Kohn-Sham gap**: 5.26 eV
**Max |F|**: 1.18 eV/A
**Highest occupied orbital energy**: -1.251 eV

The geometry in ORCA input format:
```
! RIJCOSX wB97M-V def2-TZVPD def2/J DEFGRID3
* xyz -2 1
Ag 0.85 0.97 -0.90
O 2.86 3.08 3.07
C 2.25 2.08 2.66
O 1.94 1.80 1.45
C 1.76 1.00 3.66
P 1.00 -0.30 2.57
C 2.48 -1.03 1.76
C 2.24 -1.66 0.53
C 3.29 -2.18 -0.22
C 4.59 -2.08 0.25
C 4.84 -1.47 1.47
C 3.79 -0.95 2.22
C 0.66 -1.63 3.84
C 1.63 -2.42 4.48
C 1.26 -3.44 5.34
C -0.09 -3.71 5.58
C -1.06 -2.93 4.97
C -0.68 -1.90 4.11
H 0.97 1.42 4.28
H 2.56 0.67 4.32
H 1.22 -1.73 0.17
H 3.08 -2.64 -1.17
H 5.42 -2.47 -0.33
H 5.85 -1.39 1.85
H 4.02 -0.46 3.16
H 2.68 -2.23 4.29
H 2.02 -4.05 5.82
H -0.38 -4.52 6.23
H -2.11 -3.13 5.14
H -1.43 -1.30 3.60
C -0.14 4.66 -8.36
C -0.23 3.96 -7.02
C 0.74 3.07 -6.60
C 0.63 2.37 -5.40
C 1.72 1.41 -5.00
C -0.52 2.53 -4.60
Se -0.81 1.36 -3.10
C -1.47 3.49 -4.98
C -2.68 3.80 -4.13
C -1.32 4.18 -6.18
H 0.82 4.47 -8.84
H -0.26 5.75 -8.25
H -0.93 4.32 -9.03
H 1.62 2.90 -7.22
H 2.60 1.53 -5.64
H 1.36 0.38 -5.06
H 2.00 1.58 -3.96
H -2.55 3.39 -3.13
H -3.58 3.35 -4.56
H -2.84 4.88 -4.07
H -2.08 4.90 -6.47
C -0.57 -2.01 -1.70
O -0.38 -0.96 -0.83
H -0.84 -1.68 -2.71
H -1.41 -2.66 -1.35
H 0.32 -2.67 -1.77
C -4.97 -0.89 2.74
C -4.92 -2.41 2.68
C -4.97 -2.96 1.25
N -3.85 -2.56 0.39
C -2.54 -2.52 0.93
S -1.62 -1.19 1.03
N -2.00 -3.70 1.53
C -2.34 -5.00 1.53
O -3.28 -5.50 0.92
C -1.44 -5.86 2.39
C -1.45 -7.23 2.15
C -0.67 -8.08 2.91
C 0.13 -7.58 3.93
C 0.13 -6.22 4.19
C -0.65 -5.36 3.42
H -4.93 -0.54 3.78
H -5.88 -0.50 2.28
H -4.11 -0.47 2.22
H -5.76 -2.84 3.24
H -4.00 -2.76 3.15
H -5.89 -2.62 0.76
H -4.98 -4.05 1.28
H -4.00 -1.66 -0.04
H -1.10 -3.46 1.93
H -2.09 -7.61 1.37
H -0.67 -9.15 2.70
H 0.75 -8.24 4.52
H 0.73 -5.81 4.99
H -0.65 -4.30 3.66
C 1.77 5.02 -3.48
C 2.22 5.86 -2.27
C 3.31 5.18 -1.44
S 2.84 3.75 -0.36
O 2.22 2.81 -1.36
C 1.49 4.61 0.55
C 0.10 4.36 -0.04
C -0.72 3.38 0.80
H 0.91 5.48 -3.97
H 1.50 4.02 -3.17
H 2.59 4.94 -4.21
H 1.35 6.06 -1.64
H 2.60 6.82 -2.61
H 3.79 5.87 -0.74
H 4.08 4.76 -2.10
H 1.78 5.66 0.56
H 1.56 4.22 1.56
H 0.20 3.94 -1.04
H -0.45 5.31 -0.14
H -0.24 2.40 0.82
H -1.71 3.24 0.37
H -0.82 3.73 1.84
*
```



(2)
Below is 7 unconnected molecules or ions with the total composition C41H55F18NO19S, with properties calculated with ωB97M-V/def2-TZVPD.

Computed properties:
**Kohn-Sham gap**: 9.00 eV
**Max |F|**: 2.25 eV/A
**Highest occupied orbital energy**: -8.912 eV
**SMILES**: Cc1ccccc1C[C@@]1(N)C(=O)O[C@@](CCCO)(S(C)(=O)=O)[C@H]1COO.CCOC(=O)C(F)(F)F.CCOC(=O)C(F)(F)F.CCOC(=O)C(F)(F)F.CCOC(=O)C(F)(F)F.CCOC(=O)C(F)(F)F.CCOC(=O)C(F)(F)F

The geometry in ORCA input format:
```
! RIJCOSX wB97M-V def2-TZVPD def2/J DEFGRID3
* xyz 0 1
C 9.13 -2.13 1.16
C 8.98 -0.96 0.21
C 9.92 0.07 0.32
C 9.91 1.17 -0.52
C 8.94 1.23 -1.50
C 8.00 0.22 -1.62
C 7.99 -0.89 -0.78
C 6.89 -1.90 -1.09
C 6.02 -2.42 0.05
N 6.42 -3.73 0.61
C 5.66 -1.38 1.08
O 5.97 -1.29 2.21
O 4.81 -0.52 0.44
C 3.80 -1.36 -0.16
C 2.59 -1.40 0.77
C 2.51 -2.63 1.69
C 1.78 -2.37 3.03
O 2.72 -2.50 4.09
S 3.28 -0.35 -1.61
C 2.78 1.20 -0.91
O 4.40 -0.09 -2.48
O 2.12 -0.93 -2.24
C 4.54 -2.67 -0.47
C 4.48 -3.22 -1.88
O 3.15 -3.58 -2.14
O 3.06 -3.67 -3.56
H 8.36 -2.08 1.92
H 10.08 -2.03 1.68
H 9.13 -3.08 0.63
H 10.70 0.01 1.06
H 10.65 1.96 -0.45
H 8.94 2.07 -2.18
H 7.27 0.32 -2.42
H 7.28 -2.72 -1.69
H 6.22 -1.35 -1.74
H 6.68 -3.59 1.59
H 7.25 -4.05 0.13
H 1.66 -1.30 0.23
H 2.67 -0.52 1.40
H 3.47 -3.06 1.92
H 1.95 -3.39 1.15
H 1.03 -3.14 3.18
H 1.32 -1.39 3.01
H 3.33 -1.76 4.03
H 2.49 1.84 -1.73
H 3.66 1.63 -0.43
H 2.00 1.08 -0.18
H 4.22 -3.52 0.11
H 5.17 -4.07 -1.93
H 4.81 -2.50 -2.62
H 2.20 -3.25 -3.74
C -2.29 3.98 1.21
C -2.56 2.62 0.62
O -1.55 1.65 1.02
C -1.64 1.18 2.25
O -2.46 1.44 3.08
C -0.50 0.17 2.47
F 0.68 0.68 2.07
F -0.71 -0.96 1.77
F -0.39 -0.15 3.76
H -1.28 4.32 0.95
H -3.01 4.70 0.84
H -2.35 3.97 2.30
H -2.50 2.66 -0.46
H -3.55 2.25 0.89
C -5.84 7.19 -4.42
C -6.30 6.59 -3.11
O -5.21 6.43 -2.18
C -4.78 7.53 -1.58
O -5.21 8.64 -1.72
C -3.63 7.18 -0.63
F -2.71 6.41 -1.23
F -4.09 6.50 0.44
F -3.02 8.27 -0.18
H -5.05 6.59 -4.86
H -6.68 7.24 -5.12
H -5.46 8.20 -4.28
H -6.69 5.59 -3.26
H -7.09 7.19 -2.64
C -1.35 -4.49 1.62
C -1.71 -5.24 2.88
O -2.04 -6.62 2.60
C -1.02 -7.42 2.35
O 0.14 -7.13 2.34
C -1.54 -8.85 2.10
F -2.55 -8.85 1.21
F -1.99 -9.38 3.24
F -0.57 -9.63 1.63
H -2.15 -4.56 0.88
H -1.16 -3.44 1.84
H -0.45 -4.90 1.15
H -2.59 -4.81 3.33
H -0.91 -5.20 3.62
C -5.21 -1.70 6.07
C -6.19 -2.72 5.53
O -6.94 -2.21 4.41
C -6.30 -2.16 3.26
O -5.18 -2.51 3.04
C -7.24 -1.61 2.17
F -7.86 -0.49 2.57
F -8.19 -2.51 1.87
F -6.58 -1.33 1.05
H -5.73 -0.78 6.33
H -4.71 -2.09 6.95
H -4.45 -1.45 5.33
H -6.93 -2.96 6.29
H -5.70 -3.65 5.25
C -10.30 -1.19 -1.13
C -9.24 -0.13 -0.97
O -9.52 1.03 -1.78
C -10.47 1.83 -1.33
O -11.11 1.71 -0.33
C -10.63 3.02 -2.30
F -10.73 2.61 -3.56
F -9.57 3.84 -2.20
F -11.72 3.72 -2.00
H -10.41 -1.46 -2.18
H -10.04 -2.08 -0.56
H -11.27 -0.84 -0.79
H -8.28 -0.51 -1.31
H -9.13 0.17 0.08
C 3.74 2.59 -4.82
C 4.42 3.89 -5.20
O 5.04 4.52 -4.06
C 6.18 3.99 -3.65
O 6.75 3.06 -4.14
C 6.71 4.76 -2.43
F 5.76 4.92 -1.50
F 7.15 5.98 -2.78
F 7.72 4.09 -1.88
H 3.02 2.76 -4.02
H 3.22 2.17 -5.68
H 4.46 1.85 -4.46
H 3.69 4.61 -5.56
H 5.16 3.75 -5.98
*
```



Q: Look up the highest occupied orbital energy of the second one.
A: -8.912 eV



Q: The highest highest occupied orbital energy belongs to which entry?
A: C41H54AgN2O5PS2Se



Q: Which formula does entry 1 have?
A: C41H54AgN2O5PS2Se



Q: Which of these has the lowest max |F|?
A: C41H54AgN2O5PS2Se